The following is a quantum chemistry calculation of 2 unconnected molecules or ions with the total composition CCl6P, from the Open Molecules 2025 dataset.

```
8
Properties=species:S:1:pos:R:3:forces:R:3
C 0.517 0.154 -1.314 0.24 0.36 -0.83
P -0.860 -0.498 1.336 0.80 -0.91 -0.22
Cl 0.303 -1.278 -2.241 0.32 1.46 1.28
Cl 1.842 0.458 -0.336 -0.54 -0.72 -1.04
Cl -0.378 1.533 -1.729 0.20 -1.17 0.25
Cl -1.985 1.105 1.370 -0.68 1.21 0.14
Cl -1.838 -1.720 2.575 -0.08 -0.27 0.04
Cl 0.786 -0.020 2.449 -0.27 0.03 0.37
```
Positions in Å, forces in eV/Å.

As for the HOMO-LUMO gap: 6.48 eV. The multiplicity is 1. Its charge is +1.

The following is a quantum chemistry calculation of C6H10F3NO in the gas phase, from the Open Molecules 2025 dataset.

```
21
Properties=species:S:1:pos:R:3:forces:R:3
F 3.243 0.232 0.793 -0.62 -1.12 0.96
F 2.768 -1.331 2.364 -0.05 1.11 -0.77
F 1.860 0.688 2.413 0.40 -1.19 -0.64
O -0.115 -0.904 1.425 0.51 -0.27 0.37
N 0.756 -0.127 -0.531 1.91 0.41 0.13
C -1.304 -0.185 -1.977 1.24 -0.45 0.52
C -0.898 1.628 -0.228 1.08 0.29 0.64
C 2.271 -0.332 1.595 -0.76 1.27 -0.20
C -1.175 -0.805 0.480 -0.42 -0.28 0.12
C 1.114 -0.888 0.701 -1.44 0.65 -0.69
C -0.688 0.163 -0.587 0.68 -0.47 -0.43
H 1.305 0.740 -0.579 -0.30 -0.61 -0.06
H -0.945 -1.185 -2.320 -0.32 0.69 0.41
H -0.978 0.538 -2.732 -0.24 0.00 0.14
H -2.379 -0.200 -1.873 -0.39 0.08 -0.24
H -0.325 2.275 -0.916 -0.19 -0.29 0.17
H -1.915 1.915 -0.300 -1.18 0.29 -0.13
H -0.554 1.869 0.809 -0.19 -0.39 -0.73
H -1.417 -1.817 0.064 0.17 0.76 0.20
H -2.059 -0.375 0.968 0.20 -0.40 0.20
H 1.435 -1.899 0.430 -0.11 -0.09 0.03
```
Positions in Å, forces in eV/Å.

As for the HOMO-LUMO gap: 10.32 eV. The multiplicity is 1. As for the SMILES: CC1(C)CO[C@H](C(F)(F)F)N1. Its charge is 0.

The following is a quantum chemistry calculation of C21H26ClN3O4 in the gas phase, from the Open Molecules 2025 dataset.

```
55
Properties=species:S:1:pos:R:3:forces:R:3
C 8.128 -1.584 0.153 -0.03 -0.06 -0.21
C 7.802 -1.435 -1.328 -0.01 0.25 0.18
C 7.364 -0.012 -1.673 0.26 -0.11 -0.19
N 6.141 0.345 -0.993 -0.13 -0.41 -0.26
C 6.059 1.344 -0.108 -0.66 -0.09 0.12
O 6.954 2.115 0.167 0.14 0.29 0.22
C 4.678 1.483 0.555 0.29 0.36 0.17
O 3.854 0.405 0.176 -0.18 -0.10 -0.01
C 2.577 0.354 0.609 -0.14 0.03 0.06
C 1.979 1.250 1.423 0.65 -0.06 -0.26
O 0.689 1.152 1.820 -0.20 0.00 0.10
C -0.031 0.101 1.404 -0.07 -0.56 -0.34
C 0.465 -0.858 0.595 -0.03 0.24 0.18
C 1.825 -0.821 0.100 0.11 0.24 0.12
O 2.320 -1.642 -0.650 0.02 0.06 0.04
H -0.168 -1.675 0.295 -0.12 -0.05 -0.01
C -1.439 0.099 1.937 -0.03 0.12 0.04
N -2.355 -0.505 0.993 0.10 0.03 0.12
C -2.575 0.332 -0.174 -0.04 -0.08 -0.30
C -3.429 -0.446 -1.178 0.17 0.31 -0.02
N -4.700 -0.829 -0.607 0.21 -0.29 -0.16
C -5.800 0.008 -0.682 -0.43 0.26 -0.15
C -5.748 1.283 -1.259 0.25 -0.09 0.01
C -6.885 2.059 -1.377 -0.17 -0.04 0.05
C -8.113 1.611 -0.924 -0.05 0.03 -0.02
C -8.170 0.347 -0.362 0.21 0.11 -0.04
C -7.050 -0.449 -0.243 0.01 0.00 0.10
H -7.161 -1.438 0.170 -0.02 -0.09 0.01
Cl -9.689 -0.266 0.201 -0.16 -0.06 0.05
H -8.999 2.218 -1.008 -0.10 0.04 0.01
H -6.810 3.040 -1.822 0.01 0.08 -0.04
H -4.815 1.691 -1.613 0.10 0.00 -0.01
C -4.473 -1.637 0.572 0.02 0.06 0.43
H -5.413 -1.929 1.033 0.04 -0.05 -0.04
C -3.625 -0.869 1.594 -0.15 -0.26 -0.04
H -3.434 -1.507 2.459 -0.03 0.03 0.03
H -4.189 0.021 1.931 0.03 -0.05 0.02
H -3.933 -2.538 0.268 -0.06 -0.01 0.08
H -3.579 0.123 -2.094 0.02 -0.04 0.01
H -2.899 -1.369 -1.434 0.02 0.08 -0.05
H -1.608 0.574 -0.620 -0.04 0.05 -0.03
H -3.084 1.274 0.100 0.06 -0.03 0.00
H -1.714 1.136 2.202 0.03 -0.10 0.00
H -1.456 -0.494 2.858 -0.01 0.10 -0.02
H 2.453 2.128 1.835 0.02 -0.02 -0.02
H 4.823 1.512 1.642 0.01 -0.03 -0.12
H 4.246 2.442 0.240 0.04 -0.09 0.01
H 5.341 -0.261 -1.110 -0.03 0.12 0.08
H 8.121 0.710 -1.359 -0.05 -0.06 -0.12
H 7.212 0.079 -2.755 0.08 0.06 0.10
H 8.681 -1.680 -1.926 -0.04 -0.04 -0.08
H 7.005 -2.131 -1.601 0.02 -0.06 -0.10
H 7.251 -1.371 0.760 -0.05 0.00 0.12
H 8.459 -2.597 0.371 0.03 -0.07 0.10
H 8.916 -0.892 0.439 0.09 0.06 0.08
```
Positions in Å, forces in eV/Å.

As for the HOMO-LUMO gap: 8.53 eV. The multiplicity is 1. As for the SMILES: CCCNC(=O)COc1coc(CN2CCN(c3cccc(Cl)c3)CC2)cc1=O. Its charge is 0.

The following is a quantum chemistry calculation of a molecular structure, C28H25AsCl2CrFN6Se, from the Open Molecules 2025 dataset.

```
65
Properties=species:S:1:pos:R:3:forces:R:3
Cr -0.057 0.300 -0.450 0.25 -0.17 -0.05
Se -2.313 7.667 0.532 0.01 -0.04 0.06
N -0.727 6.895 0.328 0.05 0.00 -0.07
C -0.939 5.611 0.199 -0.13 0.09 0.05
C 0.118 4.632 0.008 0.05 -0.26 -0.02
C 1.462 4.987 -0.085 0.05 0.02 0.01
C 2.399 3.998 -0.270 0.07 0.09 0.01
C 1.983 2.674 -0.335 0.04 -0.12 -0.01
N 0.707 2.315 -0.239 -0.06 0.01 -0.07
C -0.223 3.279 -0.090 0.46 0.35 0.02
C -1.611 2.852 -0.062 -0.56 0.07 0.04
N -1.854 1.538 -0.240 0.02 -0.01 -0.02
C -3.116 1.126 -0.228 -0.02 -0.12 -0.03
C -4.196 1.977 -0.041 -0.09 0.02 0.01
C -3.960 3.322 0.132 -0.01 -0.02 0.00
C -2.645 3.780 0.117 0.07 -0.23 -0.03
C -2.309 5.187 0.263 0.05 0.15 0.05
N -3.197 6.129 0.444 -0.04 -0.03 -0.07
H 1.737 6.030 -0.013 0.01 0.01 -0.01
H 3.451 4.229 -0.356 0.01 0.00 0.00
H 2.691 1.866 -0.455 0.00 0.00 -0.04
H -3.279 0.066 -0.380 0.01 0.03 0.00
H -5.199 1.575 -0.038 -0.01 0.00 0.00
H -4.765 4.031 0.273 -0.02 0.00 0.00
Cl -0.578 0.211 2.504 -0.05 -0.05 0.25
C 0.372 -0.831 3.608 0.02 0.03 -0.05
Cl 0.703 -2.417 2.923 -0.06 -0.01 -0.03
H -0.208 -0.955 4.514 -0.02 0.03 -0.02
H 1.314 -0.330 3.798 -0.01 0.00 -0.04
F 5.508 -2.330 0.723 0.00 0.00 0.01
C 4.318 -1.769 0.436 -0.07 0.04 -0.01
C 3.830 -0.767 1.252 0.08 -0.09 -0.03
C 2.599 -0.208 0.936 -0.06 0.02 0.04
C 1.822 -0.601 -0.165 -0.11 0.07 0.02
C 2.392 -1.610 -0.950 -0.07 -0.01 -0.07
C 3.618 -2.203 -0.671 0.09 -0.01 0.04
H 4.409 -0.442 2.107 0.01 0.00 0.01
H 2.239 0.586 1.590 -0.02 -0.01 0.03
H 1.874 -1.968 -1.835 -0.01 0.00 0.00
H 4.033 -2.982 -1.296 0.01 -0.01 0.00
N 0.287 0.970 -8.183 -0.01 0.00 0.02
C 0.213 0.863 -7.043 0.02 0.01 -0.16
C 0.120 0.731 -5.618 -0.03 0.00 0.32
C 0.201 -0.520 -5.012 0.00 0.11 -0.16
C 0.102 -0.589 -3.638 0.01 0.04 0.20
N -0.064 0.479 -2.851 -0.06 0.01 -0.22
C -0.141 1.672 -3.447 0.00 0.02 0.16
C -0.056 1.854 -4.812 0.03 -0.12 -0.19
H 0.338 -1.415 -5.602 0.00 0.00 0.00
H 0.160 -1.547 -3.137 0.00 -0.01 0.00
H -0.273 2.530 -2.796 0.00 -0.03 0.00
H -0.123 2.842 -5.245 0.00 0.01 0.00
C -2.620 -2.506 0.898 0.02 0.08 0.03
As -1.384 -2.033 -0.536 -0.02 -0.07 -0.04
C -2.592 -2.127 -2.088 0.01 0.03 -0.01
C -0.461 -3.735 -0.717 0.07 0.05 0.03
H -3.342 -3.241 0.546 0.02 -0.01 -0.02
H -3.144 -1.622 1.262 -0.01 -0.02 -0.01
H -2.050 -2.926 1.723 0.04 0.02 0.02
H -2.236 -2.885 -2.785 0.02 0.01 0.01
H -2.627 -1.170 -2.607 -0.02 -0.01 0.01
H -3.598 -2.401 -1.774 0.00 0.00 0.02
H -1.177 -4.530 -0.917 -0.03 0.03 0.01
H 0.072 -3.945 0.209 0.02 0.03 0.00
H 0.269 -3.686 -1.523 -0.03 0.00 0.00
```
Positions in Å, forces in eV/Å.

As for the HOMO-LUMO gap (alpha / beta): 6.56 / 7.10 eV. The multiplicity is 5. Its charge is +1.

no.,maximum force (eV/A)
1,2.0
2,2.0
3,0.7
4,0.6